Formula: C39H34N3O2P2PtS7Sb
Source: the Open Molecules 2025 dataset
Level of theory: ωB97M-V/def2-TZVPD

2S+1: 3
Net charge: -2
Kohn-Sham gap (alpha / beta) (eV): 5.117 / 5.724
LUMO (alpha / beta) (eV): 3.9 / 3.4
⟨S²⟩: 2.016
E_HOMO (alpha / beta) (eV): -1.229 / -2.281

Structure (XYZ):
```
89
C39H34N3O2P2PtS7Sb ωB97M-V/def2-TZVPD
Pt 0.76891 1.69513 -0.34907
S 2.99330 4.50791 0.97943
Sb 2.60071 2.73293 2.44061
S 2.85433 0.82258 -0.14148
S 0.48131 1.91206 1.87880
S 2.68380 3.14377 4.78060
C -0.24721 -3.02563 2.45049
P 0.05058 -1.90517 0.94923
C 0.05763 -3.12410 -0.44835
C 0.59629 -2.64007 -1.64534
C 0.45514 -3.44962 -2.73998
C -0.11977 -4.71738 -2.65558
C -0.55492 -5.19677 -1.40394
C -0.54808 -4.35453 -0.31250
C -1.71153 -1.36168 0.89541
C -2.64164 -2.01938 0.12030
C -3.95817 -1.64527 0.09951
C -4.39354 -0.62907 0.88448
C -3.47083 0.06723 1.63469
C -2.11848 -0.19006 1.57903
P 1.07467 -3.80903 3.47843
C 2.18715 -4.57011 2.25736
C 2.75224 -3.79455 1.29952
C 3.13745 -4.25362 0.03730
C 3.05477 -5.64554 -0.20226
C 2.56676 -6.51403 0.79337
C 2.17751 -5.97837 2.00690
C 2.13450 -2.46015 4.07892
C 3.46288 -2.65934 4.42834
C 4.22798 -1.62675 4.99287
C 3.66201 -0.39798 5.20032
C 2.28035 -0.19409 4.94197
C 1.55730 -1.20347 4.29696
H -0.93878 -3.80487 2.15474
H -0.87474 -2.37675 3.06181
H 1.00019 -1.61847 -1.67173
H 0.73652 -3.08160 -3.72877
H -0.26112 -5.26480 -3.58174
H -1.03955 -6.13900 -1.40222
H -1.08540 -4.63995 0.58263
H -2.38181 -2.87684 -0.44055
H -4.69983 -2.22197 -0.43587
H -5.40127 -0.31730 0.83564
H -3.65900 0.91414 2.23518
H -1.42840 0.47742 2.09959
H 2.85364 -2.71916 1.52011
H 3.47474 -3.56914 -0.69987
H 3.40282 -5.97832 -1.11900
H 2.52884 -7.57128 0.56253
H 1.63348 -6.57917 2.80585
H 3.96495 -3.60570 4.29459
H 5.26790 -1.87243 5.09431
H 4.19493 0.46548 5.61344
H 1.86310 0.78191 5.08803
H 0.60009 -0.97124 3.89477
O -3.00669 -1.38249 -3.02720
S -2.90340 0.04162 -3.32181
O -2.67278 0.40950 -4.72864
N -1.85910 0.72181 -2.33154
C -2.35088 1.72746 -1.64361
S -1.48727 2.72851 -0.64264
C -3.84759 1.91194 -1.76454
C -4.78696 2.67851 -1.08523
C -6.14216 2.49358 -1.35193
C -6.60675 1.49807 -2.20717
C -5.65705 0.78118 -2.95959
C -4.33490 0.96228 -2.66620
H -4.48930 3.37879 -0.35248
H -6.95096 3.08241 -0.94175
H -7.65948 1.32550 -2.39052
H -5.94579 0.09012 -3.79940
N 3.02470 3.63357 -2.09371
C 1.84833 3.37989 -2.65492
S 1.36998 1.76695 -2.81244
N 1.07979 4.38468 -3.20888
C 1.35950 5.68632 -2.59619
C 2.02155 6.63588 -3.31763
C 2.21394 7.88019 -2.75806
C 1.84334 8.13984 -1.40549
C 1.33450 7.10950 -0.65929
C 1.12124 5.86215 -1.21840
H 3.43910 2.80641 -1.61432
H 3.30002 4.48191 -1.65691
H 0.11754 4.16845 -3.21685
H 2.48832 6.37028 -4.23076
H 2.65870 8.66268 -3.30189
H 2.01176 9.19198 -1.13709
H 1.03945 7.28048 0.37735
H 0.62457 5.16322 -0.65012
```

Formula: C39H35AsN4PPtS
Source: the Open Molecules 2025 dataset
Level of theory: ωB97M-V/def2-TZVPD

2S+1: 5
Net charge: +3
Kohn-Sham gap (alpha / beta) (eV): 6.400 / 5.554
Energy relative to the best compared isomer or geometry (same formula, charge and spin) (kcal per mole): 0.0
LUMO (alpha / beta) (eV): -8.6 / -10.5
⟨S²⟩: 6.040
E_HOMO (alpha / beta) (eV): -14.973 / -16.038

Structure (XYZ):
```
82
C39H35AsN4PPtS ωB97M-V/def2-TZVPD
Pt 0.48982 -1.35144 0.85554
N -1.47511 -0.82075 4.66884
C -1.15985 -0.97648 3.40292
S -0.12132 0.13292 2.59090
N -1.80817 -2.01009 2.77034
N -1.31214 -2.30018 1.60464
C -2.06848 -3.00695 0.73935
C -3.29162 -3.66797 1.08571
C -3.40986 -4.36787 2.30716
C -4.57848 -5.02706 2.61128
C -5.66188 -4.96381 1.73604
C -5.57148 -4.25579 0.53897
C -4.39311 -3.62961 0.20133
C -1.55185 -2.95938 -0.63351
C -1.95568 -3.85002 -1.61849
C -1.49003 -3.68381 -2.91641
C -0.62994 -2.63606 -3.19242
C -0.21533 -1.81886 -2.15150
N -0.64998 -1.97914 -0.90319
H -1.11045 -0.05326 5.21354
H -2.13245 -1.45541 5.10346
H -2.56270 -4.43294 2.97477
H -4.65627 -5.59662 3.52647
H -6.58374 -5.47003 1.98930
H -6.42611 -4.19406 -0.11988
H -4.33398 -3.05338 -0.71194
H -2.61325 -4.66875 -1.36582
H -1.79915 -4.36559 -3.69687
H -0.26393 -2.45523 -4.19285
H 0.48636 -1.01321 -2.31782
C 3.85945 -0.72362 1.36606
C 5.28796 -0.34595 0.95688
As 5.70211 1.56836 0.84467
C 6.01153 2.16056 -0.92368
C 6.12883 3.54088 -1.10768
C 6.40882 4.03692 -2.36937
C 6.57916 3.16235 -3.43570
C 6.47066 1.78898 -3.24793
C 6.17779 1.28057 -1.99320
C 7.21708 2.01111 1.91395
C 7.06438 2.27625 3.27360
C 8.18939 2.55672 4.03026
C 9.44313 2.57229 3.43015
C 9.58409 2.31742 2.07191
C 8.46821 2.04957 1.29510
P 2.53940 -0.52615 0.10573
C 2.48017 1.23286 -0.28629
C 2.64216 2.13939 0.76925
C 2.55461 3.50619 0.54201
C 2.29759 3.98130 -0.73626
C 2.09380 3.08789 -1.77905
C 2.17104 1.72037 -1.55545
C 3.12642 -1.52045 -1.28807
C 3.02171 -2.90571 -1.11687
C 3.44220 -3.77091 -2.11241
C 3.95319 -3.26220 -3.30102
C 4.05927 -1.89095 -3.47868
C 3.65560 -1.01840 -2.47496
H 3.55468 -0.21438 2.28271
H 3.84712 -1.79174 1.60429
H 5.57134 -0.81431 0.01243
H 5.98040 -0.70006 1.72276
H 6.01339 4.22114 -0.27182
H 6.50599 5.10297 -2.52004
H 6.81225 3.55262 -4.41681
H 6.63518 1.11473 -4.07751
H 6.11814 0.20919 -1.85285
H 6.08652 2.26896 3.73920
H 8.08915 2.76876 5.08560
H 10.31838 2.79382 4.02579
H 10.56310 2.33677 1.61297
H 8.57511 1.87474 0.23234
H 2.79787 1.78851 1.78301
H 2.67503 4.19663 1.36628
H 2.23175 5.04590 -0.91556
H 1.86418 3.45491 -2.76999
H 1.98289 1.04634 -2.37999
H 2.61498 -3.31468 -0.19565
H 3.37230 -4.83975 -1.96347
H 4.27435 -3.93610 -4.08367
H 4.46415 -1.49432 -4.40013
H 3.78024 0.04481 -2.62204
```

Formula: C39H35AsN6O2PdS
Source: the Open Molecules 2025 dataset
Level of theory: ωB97M-V/def2-TZVPD

2S+1: 3
Net charge: 0
Kohn-Sham gap (alpha / beta) (eV): 7.495 / 5.871
Energy relative to the best compared isomer or geometry (same formula, charge and spin) (kcal per mole): 20.2
LUMO (alpha / beta) (eV): 0.4 / -1.2
⟨S²⟩: 2.009
E_HOMO (alpha / beta) (eV): -7.141 / -7.077

Structure (XYZ):
```
85
C39H35AsN6O2PdS ωB97M-V/def2-TZVPD
Pd 0.69471 -0.03961 -0.08719
N 2.80412 3.31178 1.80348
C 2.24417 2.09039 1.50680
S 2.61770 1.42617 -0.07091
N 1.51270 1.55916 2.42863
N 0.95441 0.33696 2.01685
C 0.41565 -0.34573 2.95122
C -0.15106 -1.66660 2.79130
C -0.91436 -2.16548 3.86233
C -1.47416 -3.41954 3.83633
C -1.24317 -4.22068 2.70635
C -0.48195 -3.77008 1.65486
C 0.09180 -2.47360 1.65032
O 0.81556 -2.10124 0.63239
H 3.54783 3.64060 1.21528
H 2.82491 3.56235 2.77747
H 0.40827 0.11509 3.93835
H -1.05654 -1.52576 4.72895
H -2.06485 -3.78227 4.66628
H -1.66971 -5.21707 2.66424
H -0.29624 -4.39209 0.78662
C 5.44061 -0.78594 0.99362
C 4.74671 -1.43366 -0.17342
C 5.09747 -1.14324 -1.48571
C 4.45063 -1.73542 -2.56586
C 3.42642 -2.63811 -2.33293
N 2.75287 -3.32687 -3.37905
C 2.59988 -2.99967 -4.70180
O 2.51597 -3.84801 -5.56694
N 2.49603 -1.65160 -5.03477
C 1.91079 -0.60210 -4.29784
C 1.96202 0.69496 -4.78712
C 1.30164 1.70467 -4.10925
C 0.65359 1.41316 -2.92233
N 0.64249 0.17666 -2.42357
C 1.23287 -0.80552 -3.10516
C 3.04437 -2.92493 -1.02617
C 3.70240 -2.33176 0.03509
H 6.18636 -0.06423 0.65913
H 5.94445 -1.52538 1.62006
H 4.71846 -0.25641 1.61807
H 5.89745 -0.43638 -1.67685
H 4.76306 -1.51097 -3.57852
H 2.58520 -4.30891 -3.22494
H 2.48994 -1.54740 -6.03774
H 2.49783 0.90385 -5.70619
H 1.31223 2.72063 -4.47920
H 0.15130 2.17517 -2.34027
H 1.16038 -1.79287 -2.67288
H 2.21121 -3.59367 -0.84177
H 3.37246 -2.55071 1.04431
C -4.36101 4.43135 -2.15037
C -4.53059 3.06099 -2.27900
C -3.74762 2.17865 -1.53978
C -2.78972 2.66831 -0.65823
C -2.60546 4.04653 -0.55136
C -3.39226 4.92360 -1.28406
As -1.59077 1.48714 0.32943
C -1.82846 2.04869 2.17075
C -1.23384 3.25200 2.54289
C -1.30848 3.69863 3.85457
C -1.95138 2.92743 4.81307
C -2.50766 1.70701 4.45666
C -2.44466 1.26368 3.14081
C -2.63480 -0.16375 0.18914
C -2.08753 -1.20187 -0.55843
C -2.76465 -2.40304 -0.72670
C -4.01665 -2.56032 -0.15656
C -4.59367 -1.51648 0.56372
C -3.91189 -0.32165 0.72929
H -4.97517 5.11416 -2.72384
H -5.27800 2.66745 -2.95663
H -3.89372 1.11378 -1.65827
H -1.85214 4.45140 0.11206
H -3.24366 5.99094 -1.17848
H -0.67557 3.83801 1.82296
H -0.84206 4.63612 4.13016
H -2.00269 3.26978 5.83889
H -2.98778 1.08729 5.20398
H -2.84687 0.29186 2.89516
H -1.12247 -1.04747 -1.02611
H -2.31221 -3.20281 -1.29813
H -4.55142 -3.49486 -0.27102
H -5.57880 -1.63298 0.99780
H -4.38326 0.49232 1.26576
```

Question: The highest ⟨S²⟩ belongs to which entry?
Answer: C39H35AsN4PPtS

Question: Which value of ⟨S²⟩ does entry 1 give?
Answer: 2.016

Question: Look up the net charge of the second one.
Answer: +3